1.
Computed, not measured: a structure of composition C54H46BrF5O3PbS3, with wB97M-V/def2-TZVPD.

```
! wB97M-V def2-TZVPD RIJCOSX def2/J DEFGRID3
* xyz 2 1
H 2.677 -1.320 2.725
H -2.646 -1.647 1.121
F -4.798 3.486 5.282
C 1.688 2.903 -2.228
C 6.131 -1.737 -4.765
C -4.448 -3.406 0.039
C 0.063 6.003 -0.984
S 3.680 0.381 0.351
H 4.267 4.269 5.810
F -2.352 4.113 4.337
C 6.190 -0.240 -2.736
C 1.771 -1.594 3.252
Br -1.570 1.060 -3.366
H -4.575 -3.952 0.975
H -1.817 -4.866 -5.180
C -0.551 -2.273 4.620
C -2.239 -2.627 0.891
H 3.823 -2.501 -3.576
C 0.923 4.773 0.910
H 6.144 1.004 -0.966
H -2.949 -5.369 -1.066
F -1.849 3.869 1.690
C 1.438 3.771 0.044
Pb -1.195 1.648 -0.442
C 0.518 5.046 -1.841
C 1.645 1.665 4.175
H -3.229 -5.519 -4.339
C 0.634 -4.121 5.848
H -3.554 -4.262 -2.676
C -4.551 3.337 4.007
H -1.481 -0.654 3.537
C 4.420 -0.242 -1.139
C -0.576 -1.219 3.718
C -3.119 -2.721 -4.082
H 5.780 5.586 2.026
F -6.244 2.253 1.030
H 4.174 4.164 0.854
C -3.194 -3.250 -2.780
C -3.211 -2.902 -6.604
H -2.531 -0.959 -5.222
C -2.355 -4.719 -0.425
H 1.538 3.024 -3.295
S -3.726 2.824 -0.369
C 2.166 2.634 0.525
C 3.326 3.395 4.078
C 3.765 -1.247 -1.841
C 5.539 -1.216 -3.484
H 0.031 -3.884 6.724
C -2.828 -2.582 -1.638
H 2.837 -1.659 -1.460
H -1.164 -2.526 0.720
H -2.134 -2.761 -6.717
C 1.621 1.636 2.760
O -0.816 0.998 1.857
C 1.773 -2.640 4.157
C -5.561 2.863 3.160
C -2.281 -0.692 -3.142
C -3.279 3.660 3.512
H -3.710 -1.940 -6.738
H -0.439 6.883 -1.364
H 5.446 -1.576 -5.599
C -3.031 3.510 2.176
O 4.720 1.101 1.124
H -5.392 -4.181 -4.232
H -1.456 -2.539 5.152
C -2.947 -3.303 -0.292
C 2.459 2.546 4.813
H 1.646 -4.348 6.175
C -5.300 2.709 1.823
H 0.217 -5.026 5.401
H -3.186 -5.506 -6.094
C 0.593 -0.883 3.059
C 4.322 -1.718 -3.017
C 4.181 4.195 1.936
H 6.316 -2.810 -4.698
C -5.094 -3.707 -5.168
C -4.016 3.011 1.280
C -3.562 -3.552 -5.266
H 1.062 4.682 1.979
C 0.619 -2.989 4.860
H -5.594 -2.740 -5.239
C 1.208 3.906 -1.351
C 3.279 3.379 2.664
H 2.797 1.109 -2.448
F -6.743 2.569 3.665
H 5.825 5.654 4.507
H -2.326 -5.184 0.561
H 0.998 1.009 4.742
H 2.687 -3.197 4.322
C -2.382 -1.201 -1.788
H -4.892 -2.416 0.159
H -2.376 -3.263 1.766
C -2.629 -1.398 -4.241
H -4.996 -3.935 -0.741
H 7.147 0.138 -3.072
C 2.641 1.704 -0.370
C 5.640 0.252 -1.560
C 2.384 1.827 -1.754
O -2.107 -0.485 -0.788
H -5.442 -4.332 -5.991
H -1.336 -4.688 -0.813
C -2.905 -4.943 -5.205
H -3.545 -3.551 -7.413
C 5.108 5.021 4.002
H 2.465 2.594 5.895
C 0.257 5.853 0.409
C 2.372 2.505 2.003
H -0.127 6.605 1.085
S 0.622 0.451 1.903
C 4.248 4.250 4.727
H 0.380 5.152 -2.911
H 7.072 -1.243 -4.997
C 5.078 4.986 2.589
*
```

Computed properties:
**HOMO (spin up / spin down)**: -12.4 / -12.4 eV
**Relative energy (zero: lowest compared OMol25 entry of this formula, charge and spin)**: 1.4 kJ/mol
**Total energy**: -184255.4854 eV
**Maximum force**: 1.186 eV Å⁻¹

Atomic partial charges in e from the Löwdin method, atoms 1 to 6:
1. H 0.106
2. H 0.074
3. F 0.211
4. C -0.049
5. C -0.038
6. C -0.019

***

2.
Computed, not measured: a cluster of 5 separate species, C6H22O6 in total, with wB97M-V/def2-TZVPD.

```
! wB97M-V def2-TZVPD RIJCOSX def2/J DEFGRID3
* xyz 1 2
C 2.457 2.231 1.663
C -3.466 0.441 0.156
O 0.479 -0.560 -1.330
H 0.658 2.933 1.943
H 1.430 1.199 -1.011
H 3.557 -0.081 -2.411
H 0.271 -1.276 3.122
O -3.627 -0.435 1.221
H -0.372 -0.023 1.917
H -2.258 -1.889 -0.858
H -0.368 -0.982 -1.487
H -4.308 -1.181 -1.124
O 3.030 -1.165 -0.714
C 0.417 0.844 -1.198
H 4.607 -1.346 -2.211
C -0.036 -1.043 2.102
O 1.377 3.055 1.318
H -4.291 1.145 0.269
H -2.573 1.035 0.349
H -2.766 -0.817 1.405
H -0.879 -2.587 1.235
H 3.285 2.423 0.980
H 2.936 -1.724 -2.728
C 3.551 -1.115 -2.066
C -3.525 -0.424 -1.160
H 2.099 -0.941 -0.782
H -0.268 1.181 -0.419
H 2.146 1.191 1.568
O -1.151 -1.742 1.601
H 2.717 2.432 2.702
O -2.306 -1.116 -1.426
H -3.866 0.180 -2.001
H 0.824 -1.270 1.472
H 0.218 1.428 -2.096
*
```

Computed properties:
**HOMO (spin up / spin down)**: -12.1 / -12.1 eV
**Relative energy (zero: lowest compared OMol25 entry of this formula, charge and spin)**: 350.7 kJ/mol
**Total energy**: -18851.0529 eV
**Maximum force**: 2.930 eV Å⁻¹

Atomic partial charges in e from the Löwdin method, atoms 1 to 6:
1. C -0.159
2. C -0.086
3. O -0.129
4. H 0.069
5. H 0.085
6. H 0.068

***

3.
Computed, not measured: a structure of composition C13H15NSnTe, with wB97M-V/def2-TZVPD.

```
! wB97M-V def2-TZVPD RIJCOSX def2/J DEFGRID3
* xyz 0 1
C -0.823 0.820 3.671
H 1.697 1.227 -4.347
C 0.187 -1.821 -1.692
H 1.000 -1.076 1.490
H -0.449 -2.120 -0.848
C -0.071 1.451 -1.586
C 0.917 1.214 -3.616
H -0.251 1.279 5.714
H -0.270 1.571 -0.527
H 2.509 -1.211 3.521
H -3.957 -1.324 -1.439
H -1.767 1.367 3.692
C -1.127 1.046 -2.541
C 1.428 -1.372 -1.297
H -0.867 0.551 -4.717
C 0.746 -0.574 2.421
Sn -1.815 -1.005 -2.149
H 2.222 -1.133 -2.049
H 1.862 -0.036 5.616
H -0.002 -2.026 -2.810
C -0.491 0.109 2.478
H 1.721 -1.418 -0.223
Te -1.912 -0.103 0.875
C 1.137 1.559 -2.235
C 1.216 0.022 4.737
C 0.022 0.759 4.791
H 2.077 1.879 -1.806
C 1.577 -0.638 3.555
C -0.412 0.870 -3.812
N -3.942 -1.216 -2.422
H -2.164 1.350 -2.448
*
```

Computed properties:
**HOMO (spin up / spin down)**: -7.1 / -7.1 eV
**Relative energy (zero: lowest compared OMol25 entry of this formula, charge and spin)**: 518.8 kJ/mol
**Total energy**: -28330.6516 eV
**Maximum force**: 4.754 eV Å⁻¹

Atomic partial charges in e from the Löwdin method, atoms 1 to 6:
1. C -0.149
2. H 0.091
3. C -0.322
4. H 0.044
5. H -0.015
6. C -0.194

***

4.
Computed, not measured: a structure of composition C15H34NO2P2PrSi, with wB97M-V/def2-TZVPD.

```
! wB97M-V def2-TZVPD RIJCOSX def2/J DEFGRID3
* xyz 2 3
C 1.001 -1.378 -2.030
C 0.918 -0.567 3.811
C -0.867 -1.216 1.409
H -1.512 -2.625 4.461
H -0.165 -3.324 -4.547
H -1.882 -1.420 1.025
O -0.521 4.060 -0.912
H -2.641 1.141 2.927
H 4.326 -0.255 1.773
P -2.599 0.991 -0.751
H 0.906 -0.118 4.816
C 2.613 -2.833 0.770
H -1.390 1.619 4.098
H -4.422 1.931 0.509
H -2.939 -1.642 4.078
Pr 0.075 0.738 0.370
H -3.064 -1.362 -0.964
H 4.411 0.341 0.095
C -1.554 1.176 3.102
H -1.128 1.902 2.373
O 1.095 2.214 -1.412
C 4.181 -0.537 0.718
H -4.558 0.157 0.430
Si -0.858 -0.593 3.162
H -3.331 -0.498 -2.506
H 4.863 -1.367 0.469
C -2.736 2.138 -2.157
H -0.279 -2.136 1.258
C -4.318 1.058 -0.151
C -1.354 -2.085 -3.249
H -5.017 1.155 -0.995
H -0.432 4.103 0.066
C -0.163 -2.631 -3.711
H -3.743 2.078 -2.584
H 3.560 -3.191 0.345
H 2.616 -3.026 1.853
C -1.320 -1.163 -2.206
C 1.032 -2.281 -3.090
N -0.154 -0.779 -1.636
H -1.990 1.909 -2.926
H 1.304 -1.594 3.903
H -1.838 -1.141 5.375
P 2.425 -1.032 0.510
H 0.588 3.107 -1.461
H 3.133 -1.480 -1.743
H 1.773 -3.386 0.334
H 1.643 -0.001 3.204
C -1.882 -1.594 4.373
H -2.318 -2.369 -3.671
H -2.547 3.156 -1.798
C 2.284 -0.904 -1.364
H -0.776 4.958 -1.189
C -2.629 -0.625 -1.665
H 2.434 0.185 -1.618
H 1.992 -2.688 -3.414
H 1.818 2.177 -2.062
*
```

Computed properties:
**HOMO (spin up / spin down)**: -13.9 / -13.9 eV
**Relative energy (zero: lowest compared OMol25 entry of this formula, charge and spin)**: 0.0 kJ/mol
**Total energy**: -62203.7712 eV
**Maximum force**: 1.345 eV Å⁻¹

Atomic partial charges in e from the Löwdin method, atoms 1 to 6:
1. C -0.290
2. C -0.172
3. C -0.409
4. H 0.047
5. H 0.131
6. H 0.012